1.
A molecular structure, C16H11N4O6ReS2, computed with wB97M-V/def2-TZVPD.

Atoms and positions in Å:
1 Re 0.1121 -0.6773 0.7885
2 S -1.6069 -2.0272 1.3212
3 S -4.1733 -0.0802 1.4110
4 O 0.7047 0.0036 2.4311
5 O -0.6272 1.4085 -1.7998
6 O 2.2412 0.3703 5.1439
7 O 4.6522 -2.4753 2.1173
8 O 4.7552 -1.1928 4.8084
9 O 1.9829 -1.5205 0.8773
10 N 0.7990 -1.3745 -3.3084
11 N 0.3058 -0.6433 -1.2381
12 N 1.5889 -2.6320 -1.5128
13 N -1.7165 0.4220 0.8927
14 C 0.1351 -0.1051 -3.5395
15 C -2.5555 -0.5346 1.2045
16 C 2.5588 -0.2801 4.1940
17 C 3.8730 -1.1017 4.0198
18 C -2.5509 4.0165 0.5873
19 C -3.7096 1.5755 1.0864
20 C -3.9276 3.9205 0.8344
21 C 2.5337 -1.3094 2.0576
22 C 1.3334 -2.2076 -4.3749
23 C 3.8287 -1.7655 2.6140
24 C -2.3393 1.6666 0.8307
25 C -4.5241 2.7032 1.0875
26 C -0.1360 0.3744 -2.1282
27 C 0.9364 -1.5994 -2.0098
28 C 1.8591 -0.5125 2.9208
29 C -1.7457 2.8990 0.5810
30 H 1.2227 -3.2613 -4.1234
31 H 0.7564 -2.0215 -5.2768
32 H -0.6856 2.9590 0.3826
33 H 0.7754 0.6022 -4.0684
34 H 2.1016 -3.2411 -2.1284
35 H 2.3819 -1.9797 -4.5709
36 H -2.1138 4.9871 0.3980
37 H 1.8900 -2.5914 -0.5410
38 H -5.5841 2.6292 1.2878
39 H -0.7997 -0.2202 -4.0902
40 H -4.5325 4.8166 0.8326

As for the multiplicity: 2. For the molecular weight, the calculation gives 605.627 g mol⁻¹. The largest force on an atom comes out at 0.7 eV/Å. As for the expectation value of S²: 0.759. The value obtained for the total energy is -2161.25795 hartree. As for the lowest unoccupied orbital energy (spin up / spin down): -4.901 / -4.672 eV. As for the charge: +1. The value obtained for the gap between HOMO and LUMO (spin up / spin down) is 0.2468 / 0.2552 hartree.

2.
A molecular structure, C55H53F3NO3P4PdS2, computed with wB97M-V/def2-TZVPD.

Atoms and positions in Å:
1 Pd 0.8317 -0.7583 -0.0293
2 S 1.3931 -3.4704 0.8662
3 S -0.7780 1.4075 7.1047
4 P 1.6049 1.6900 2.1710
5 P 1.3995 0.0660 -1.9883
6 P -0.7296 0.3661 1.1372
7 P -0.4588 -3.0456 -4.1728
8 F 1.5780 -3.5279 3.5001
9 F -0.0895 -4.6765 2.7063
10 F 1.9293 -5.4411 2.5436
11 O 0.3539 -2.3852 1.2010
12 O 4.6515 -2.6451 0.1549
13 O 0.8410 -4.4347 -0.0986
14 N 0.0457 0.8745 2.5621
15 C -1.9092 -0.7887 -7.9277
16 C 3.5373 3.5825 -3.9983
17 C 3.9504 1.5634 5.4706
18 C 3.4683 -3.5333 -1.7704
19 C -2.7486 -0.8709 -6.8209
20 C -2.4790 -1.6619 0.6138
21 C -0.2619 -2.1000 -6.7695
22 C 4.7293 -1.3176 -0.2191
23 C 2.1746 2.7692 -2.1918
24 C 3.0132 1.2435 -3.8682
25 C 3.3941 2.4990 6.3287
26 C 1.7237 5.3520 0.4492
27 C 0.2575 0.0430 4.9893
28 C -3.5783 -2.4763 0.8299
29 C 3.6477 2.2950 -4.5071
30 C 1.9689 4.0371 0.8244
31 C 2.5231 -2.4770 -2.0307
32 C 1.7144 3.0253 4.6905
33 C -2.0894 -0.7355 1.5808
34 C -0.6678 -1.4038 -7.9033
35 C -3.4183 3.3672 0.6186
36 C -3.9181 -1.4406 2.9745
37 C 2.8097 3.8179 -2.8428
38 C 2.6554 -1.1831 -1.6328
39 C 1.1813 -4.3428 2.5062
40 C -2.8194 -4.5593 -4.5152
41 C -0.6752 -1.6679 -2.9461
42 C -1.8509 -4.0928 -3.6273
43 C -2.3431 -1.5644 -5.6922
44 C -2.4688 1.9376 7.4356
45 C 0.3361 -0.2833 3.4962
46 C -1.9785 3.4169 -1.3044
47 C 3.8597 -0.6460 -0.9567
48 C 2.2594 1.4789 -2.7146
49 C -0.2994 5.3423 1.7456
50 C -1.0924 -2.1860 -5.6557
51 C 1.0838 3.3664 1.6669
52 C -1.2831 2.3309 -0.7955
53 C 0.1860 -0.4310 -3.2545
54 C -3.8703 -5.8048 -2.7442
55 C -2.8932 -5.3668 -1.8597
56 C 3.3825 1.3525 4.2204
57 C -2.8221 -0.6189 2.7565
58 C -2.7150 2.2861 1.1233
59 C -3.0453 3.9414 -0.5907
60 C -1.8851 -4.5202 -2.2963
61 C 2.2769 3.2310 5.9376
62 C 0.5839 6.0018 0.8993
63 C -0.0435 4.0378 2.1376
64 C 4.3847 -3.5802 -0.7960
65 C 2.2566 2.0726 3.8264
66 C -1.6181 1.7768 0.4264
67 C -4.2940 -2.3707 2.0152
68 C -1.0233 0.7273 5.4469
69 C -3.8268 -5.4059 -4.0727
70 H 0.6869 -0.4788 -4.2266
71 H -4.5761 -5.7577 -4.7707
72 H -0.0154 -1.3489 -8.7660
73 H 1.6626 2.9546 -1.2661
74 H 4.8213 0.9965 5.7739
75 H -2.7947 -4.2563 -5.5547
76 H 1.6573 -2.7713 -2.6167
77 H -3.1506 1.0868 7.4318
78 H 1.1072 0.6520 5.2870
79 H 4.2296 2.1116 -5.4010
80 H 1.8384 3.9540 6.6132
81 H -1.1828 5.8517 2.1112
82 H 0.3683 -0.9086 5.5151
83 H -4.6534 -6.4696 -2.4029
84 H -1.2907 1.5401 4.7650
85 H -0.4515 0.4576 -3.3008
86 H -2.7954 2.6791 6.7058
87 H -3.7232 -0.3984 -6.8426
88 H 0.7050 -2.5896 -6.7513
89 H 3.8307 2.6640 7.3054
90 H -0.7256 3.5319 2.8091
91 H 0.3897 7.0255 0.6044
92 H -2.5445 0.1165 3.4981
93 H -1.8527 0.0172 5.4920
94 H -0.4784 1.8977 -1.3529
95 H 2.7439 4.8196 -2.4378
96 H 4.9740 -4.4751 -0.6369
97 H -1.1026 -4.2358 -1.5978
98 H 3.8045 0.6121 3.5488
99 H -3.8616 -3.2038 0.0787
100 H -4.4785 -1.3510 3.8963
101 H -0.4482 -2.0751 -1.9656
102 H 4.0345 4.4030 -4.4995
103 H 5.6008 -0.8408 0.2096
104 H 2.8574 3.5345 0.4609
105 H -5.1467 -3.0141 2.1916
106 H -3.0110 -1.6384 -4.8409
107 H -3.0185 1.8430 2.0649
108 H -1.6939 3.8428 -2.2592
109 H 3.1005 0.2364 -4.2609
110 H -3.5996 4.7835 -0.9845
111 H -2.9003 -5.6969 -0.8264
112 H -2.4794 2.3900 8.4257
113 H 2.4272 5.8721 -0.1898
114 H -1.7291 -1.3862 -2.9411
115 H -4.2640 3.7600 1.1680
116 H 3.3617 -4.4350 -2.3598
117 H 4.0743 0.4055 -1.0987
118 H -2.2307 -0.2491 -8.8099
119 H -0.3500 -1.0946 3.2636
120 H 1.3330 -0.6829 3.2809
121 H -1.9130 -1.7600 -0.3038
122 H 0.8396 3.5938 4.3996

For the molecular weight, the calculation gives 1127.477 g mol⁻¹. The largest force on an atom comes out at 0.8 eV/Å. The value obtained for the total energy is -4997.17016 hartree. As for the lowest unoccupied orbital energy: -3.923 eV. As for the charge: +1. The value obtained for the gap between HOMO and LUMO is 0.2338 hartree.

The records above give, respectively, energy relative to the best compared isomer or geometry (same formula, charge and spin) values of 4.5 367.0 kJ/mol.